The following is a quantum chemistry calculation of 2 unconnected molecules or ions with the total composition C2H8N2O3P at a distorted geometry, from OMol25.

Geometry as XYZ:
```
16
Properties=species:S:1:pos:R:3
P -0.1967 1.5452 0.4594
O 1.2539 1.7859 -0.0686
O -1.2163 2.6801 0.4458
O -0.1260 1.1352 2.1241
N -2.1923 0.6674 -1.0134
N 1.9216 -1.3295 0.3394
C -0.9554 0.2941 -0.5553
C 1.4718 -2.4366 -0.4913
H -0.8601 1.6250 2.4326
H -2.3718 0.8012 -2.0488
H 1.7160 -2.4070 -1.5031
H 1.7389 -0.3552 -0.0445
H -0.4654 -0.6769 -0.9039
H 1.3515 -1.4281 1.3132
H -2.4394 1.5164 -0.4966
H 1.3697 -3.4172 0.0110
```

For the gap between HOMO and LUMO (spin up / spin down), the calculation gives 6.91 / 7.64 eV. The value obtained for the total energy is -20615.9508 eV. Its highest occupied orbital energy (spin up / spin down) is -3.02 / -3.71 eV. As for the total charge: -1.

The following is a quantum chemistry calculation of a molecular structure, C33H33N12PSeSr at a distorted geometry, from OMol25.

Geometry as XYZ:
```
81
Properties=species:S:1:pos:R:3
Sr 0.4874 0.7777 1.3765
Se 0.8148 -3.3733 2.2550
P -0.1321 -0.5880 -1.5117
N -0.9105 0.6071 4.2692
N 0.4072 0.1470 5.9629
N -0.7937 0.5364 5.5591
N 4.9369 -0.1326 2.2462
N 4.5241 -0.3081 3.5496
N 2.7863 0.4199 2.2793
N -2.1582 3.3993 1.7432
N 0.3313 0.3880 3.7062
N -0.8739 2.9383 1.9923
N 1.6911 -7.7354 0.6765
N 2.4790 -0.1439 4.6850
N 3.9375 0.2839 1.5185
C 2.9733 1.8912 -1.3396
C 0.4024 -6.2904 2.0646
C -2.2602 4.7355 2.0077
C 0.6704 -7.5373 1.4867
C -2.6424 -0.0440 -2.5551
C 0.1287 -1.2887 -3.1411
C 0.7265 0.9691 -1.6515
C -3.9944 -0.0426 -0.0815
C 1.1200 0.1384 4.7949
C 1.2131 -5.1843 1.6800
C 0.1709 -2.7032 -3.3811
C -1.1437 2.6425 -2.2736
C -3.4858 5.4962 1.7527
C 0.5128 -3.7162 -2.3147
C -1.8251 -0.7967 0.9509
C 0.2313 -0.8667 -5.5648
C 2.1130 0.7736 -1.4963
C 0.2573 2.2712 -1.8736
C 2.5012 3.1737 -1.5287
C 1.2762 3.9747 2.6810
C 0.3767 -2.2747 -5.8008
C 1.1704 3.3542 -1.8555
C -4.6743 0.3616 -1.2550
C 0.2788 -3.1126 -4.7081
C -0.9964 5.1671 2.4406
C 3.2076 -0.0168 3.5260
C -1.9334 -0.3303 -1.4582
C -0.1725 4.0041 2.4361
C -2.6030 -0.4473 -0.1984
C 2.4710 -6.7385 0.3011
C -3.9925 0.4043 -2.4486
C 0.2897 -0.3690 -4.2552
C 2.2422 -5.4276 0.7392
H -3.9199 5.1423 0.7712
H 1.5478 -3.6513 -2.0146
H -0.0504 -3.4819 -1.3968
H -2.1845 0.0319 -3.5626
H 0.2544 -4.7349 -2.6183
H 0.3058 -4.2423 -4.8017
H -1.0675 -1.6256 0.8836
H 3.1968 4.0260 -1.5361
H -1.7835 2.3646 -1.4273
H 0.2357 0.7184 -4.1320
H -4.5353 0.8718 -3.2932
H 0.1067 -8.4340 1.8094
H 2.9700 -0.4117 5.5482
H 1.6831 3.3258 1.9082
H -5.6822 0.7448 -1.2066
H 0.3155 -0.1550 -6.3776
H -4.1449 5.3411 2.6125
H 2.4980 -0.2449 -1.5169
H -3.3519 6.6020 1.5469
H 3.3077 -6.9600 -0.3628
H 0.5936 -2.6366 -6.8498
H 2.9659 -4.6284 0.4622
H 0.7811 4.3006 -2.1463
H -4.4124 0.0923 0.8948
H -2.3677 -0.7382 1.8806
H -0.7132 6.1788 2.7382
H 1.5755 3.4624 3.6199
H 3.9954 1.8117 -0.9214
H 1.7215 4.9787 2.6757
H -2.9049 2.7821 1.6737
H -1.4683 2.1732 -3.2004
H -0.4235 -6.1297 2.6997
H -1.1817 3.7392 -2.3483
```

For the gap between HOMO and LUMO, the calculation gives 4.63 eV. The value obtained for the total energy is -128107.8386 eV. Its highest occupied orbital energy is -1.04 eV. As for the total charge: -2.

The following is a quantum chemistry calculation of CH3O4P in the gas phase at a distorted geometry, from OMol25.

Geometry as XYZ:
```
9
Properties=species:S:1:pos:R:3
P -1.6326 -1.0287 1.1956
O -2.7178 -0.1644 1.6274
O -0.9779 -0.1512 -0.0004
O 2.0848 0.4010 0.4529
O 1.1517 0.8511 -0.4899
C 0.2355 -0.2706 -0.7021
H 0.7848 1.5870 0.0070
H 0.9201 -0.9419 -0.3010
H 0.1514 -0.2821 -1.7895
```

For the gap between HOMO and LUMO, the calculation gives 8.61 eV. The value obtained for the total energy is -18559.6368 eV. Its highest occupied orbital energy is -9.26 eV.

The following is a quantum chemistry calculation of a molecular structure, C21H24BCrO3 at a distorted geometry, from OMol25.

Geometry as XYZ:
```
50
Properties=species:S:1:pos:R:3
Cr -0.0991 0.3260 0.3002
O -0.0863 -1.1923 -2.0994
O 0.7429 -2.3981 1.9727
O -0.3019 -0.8299 3.3826
C 1.0069 -4.3027 5.0886
C 2.3335 -0.6773 0.4453
C -0.1776 -2.0321 4.0198
C 1.4659 1.4246 1.0517
C -2.1138 0.0649 -0.4002
C -1.6295 1.3637 -0.8382
C -1.2919 2.1218 0.3363
C 0.5004 -2.9523 3.1862
C 1.7539 0.0534 1.6003
C 0.5670 0.4903 -3.8110
C 1.1070 -4.0823 3.7088
C 2.1677 0.0707 -0.7252
C -2.1146 0.0527 1.0436
C -1.6840 -0.6688 -3.8990
C 0.4524 -2.0961 -4.0241
C -0.3360 -2.2827 5.3718
C -0.2100 -0.7777 -3.5948
C 0.2638 -3.4429 5.9020
C 0.4704 -2.4388 -2.5282
C 1.6733 1.3942 -0.3784
C -1.5485 1.3030 1.4986
B 0.2820 -1.0129 2.0537
H 0.4888 0.8199 -4.8529
H -0.2042 -3.2564 -2.2535
H -0.8745 -1.5686 5.9912
H 0.1795 1.2950 -3.1668
H 2.1193 -0.0131 2.6321
H 2.5519 -0.1961 -1.7093
H -1.4433 1.6168 2.5388
H 1.6998 -4.7200 3.0528
H -1.8710 -0.5909 -4.9795
H -2.4946 -0.7258 -1.0393
H -2.5643 -0.7219 1.6575
H -0.9754 3.1652 0.3488
H 1.5304 -5.1583 5.5304
H 1.4595 -2.5430 -2.0751
H -2.2235 -1.5436 -3.5095
H 1.2978 2.3104 1.6659
H 2.8831 -1.6131 0.5244
H 1.6401 2.2422 -1.0691
H 1.4589 -2.0408 -4.4458
H -2.1134 0.2152 -3.4018
H -0.1449 -2.7979 -4.6123
H 0.1617 -3.6659 6.9694
H 1.6242 0.3736 -3.5476
H -1.6720 1.7363 -1.8592
```

For the gap between HOMO and LUMO (spin up / spin down), the calculation gives 1.56 / 3.71 eV. The spin multiplicity is 4. The expectation value of S² is 3.9238. The value obtained for the total energy is -57401.2732 eV. Its highest occupied orbital energy (spin up / spin down) is 3.05 / 0.88 eV. As for the total charge: -2.

Please write out number 3 again, unchanged.
The following is a quantum chemistry calculation of CH3O4P in the gas phase at a distorted geometry, from OMol25.

Geometry as XYZ:
```
9
Properties=species:S:1:pos:R:3
P -1.6326 -1.0287 1.1956
O -2.7178 -0.1644 1.6274
O -0.9779 -0.1512 -0.0004
O 2.0848 0.4010 0.4529
O 1.1517 0.8511 -0.4899
C 0.2355 -0.2706 -0.7021
H 0.7848 1.5870 0.0070
H 0.9201 -0.9419 -0.3010
H 0.1514 -0.2821 -1.7895
```

For the gap between HOMO and LUMO, the calculation gives 8.61 eV. The value obtained for the total energy is -18559.6368 eV. Its highest occupied orbital energy is -9.26 eV.

What did the third record say?
The following is a quantum chemistry calculation of CH3O4P in the gas phase at a distorted geometry, from OMol25.

Geometry as XYZ:
```
9
Properties=species:S:1:pos:R:3
P -1.6326 -1.0287 1.1956
O -2.7178 -0.1644 1.6274
O -0.9779 -0.1512 -0.0004
O 2.0848 0.4010 0.4529
O 1.1517 0.8511 -0.4899
C 0.2355 -0.2706 -0.7021
H 0.7848 1.5870 0.0070
H 0.9201 -0.9419 -0.3010
H 0.1514 -0.2821 -1.7895
```

For the gap between HOMO and LUMO, the calculation gives 8.61 eV. The value obtained for the total energy is -18559.6368 eV. Its highest occupied orbital energy is -9.26 eV.

Number 4 is which compound?
C21H24BCrO3